w:
This record from the Open Molecules 2025 dataset describes C3H7NOS as an isolated structure. The level of theory is ωB97M-V with the def2-TZVPD basis set.

Geometry as XYZ:
```
13
Properties=species:S:1:pos:R:3:lowdin_charge:R:1
H -0.11293 1.06456 1.70758 0.081
N 0.62690 0.29692 -1.79766 -0.366
O 0.60793 -0.71487 1.62220 -0.241
H 0.43808 -0.21884 -3.82728 0.080
H 0.12621 -1.87460 3.08179 0.025
H -1.48639 -0.97165 2.48111 0.167
H -1.22918 -0.15626 -2.90427 0.041
S -0.55615 0.50461 -0.66369 0.832
C -0.20356 -0.96311 2.78386 -0.109
H 1.42318 0.87755 0.64174 0.086
C 0.45731 0.45585 0.96992 -0.477
H -0.18165 -0.33568 3.77049 0.109
C -0.14219 0.03755 -2.87479 -0.228
```

The value obtained for the HOMO energy is -0.31033 hartree. The value obtained for the gap between HOMO and LUMO is 9.07 eV.

***

x:
This record from the Open Molecules 2025 dataset describes C3H7NOS as an isolated structure. The level of theory is ωB97M-V with the def2-TZVPD basis set.

Geometry as XYZ:
```
13
Properties=species:S:1:pos:R:3:lowdin_charge:R:1
H -1.63123 1.69645 0.39640 0.041
N -1.90798 0.74328 0.31017 -0.118
H -2.85463 0.82155 0.05520 0.037
H 0.34039 -1.86227 0.59336 0.077
H 1.29296 1.19719 -1.78043 0.047
C 0.31842 -0.82899 0.78274 -0.232
C 1.51125 -0.16250 0.18358 -0.333
H 2.06774 0.44763 0.90141 0.087
C 0.81806 0.40486 -1.16985 -0.221
O -1.54015 -1.00039 -1.37448 -0.377
H 2.22550 -1.03376 -0.04933 0.112
S -0.73706 -0.08875 -0.60068 0.773
H 0.09672 -0.33429 1.75189 0.106
```

The value obtained for the HOMO energy is -0.30007 hartree. The value obtained for the gap between HOMO and LUMO is 8.77 eV.

***

y:
This record from the Open Molecules 2025 dataset describes the molecule C3H7NOS. The level of theory is ωB97M-V with the def2-TZVPD basis set.

Geometry as XYZ:
```
13
Properties=species:S:1:pos:R:3:lowdin_charge:R:1
H 0.49840 -0.36974 -1.71740 0.071
O -1.02307 0.20434 1.88938 -0.016
C -0.56320 -0.11463 0.78459 -0.564
H 2.05140 0.25242 -1.09288 0.074
H 0.17044 2.02080 1.98989 -0.117
N 0.43572 0.62734 0.18842 -0.476
C -1.04650 -1.35527 0.08651 -0.013
H -0.16435 -2.02864 0.02349 0.100
H 0.84417 1.33058 -1.79575 0.091
S 1.09199 2.01838 0.99569 0.809
H -1.46653 -1.13553 -0.89361 0.079
C 0.98185 0.41824 -1.15716 -0.131
H -1.81030 -1.86829 0.69883 0.093
```

The value obtained for the HOMO energy is -0.31501 hartree. Its SMILES is CC(=O)N(C)S. The value obtained for the gap between HOMO and LUMO is 9.36 eV.

***

The structure with the least stability is x.

***

w:
This record from the Open Molecules 2025 dataset describes the molecule C3H3ClS. The level of theory is ωB97M-V with the def2-TZVPD basis set.

Geometry as XYZ:
```
8
Properties=species:S:1:pos:R:3:lowdin_charge:R:1
S -2.28338 -1.29906 -0.02107 0.743
Cl -1.64207 1.69240 0.11070 0.401
C 1.20865 0.41732 -0.05779 0.047
C 0.21592 -0.44337 0.21204 -0.331
H 1.05455 1.29548 -0.54932 0.013
C -1.14483 -0.20467 0.19169 -1.099
H 0.29299 -1.60366 0.29616 0.130
H 2.29818 0.14555 -0.18241 0.095
```

The value obtained for the HOMO energy is -0.34844 hartree. Its SMILES is C=CC(=S)Cl. The value obtained for the gap between HOMO and LUMO is 8.05 eV.

***

x:
This record from the Open Molecules 2025 dataset describes a 2-piece molecular cluster, C3H3ClS overall. The level of theory is ωB97M-V with the def2-TZVPD basis set.

Geometry as XYZ:
```
8
Properties=species:S:1:pos:R:3:lowdin_charge:R:1
H 0.49402 -1.52352 -0.62311 0.184
H 1.55065 1.59486 0.51189 0.105
C 0.99891 0.60418 0.31093 -0.028
H 1.74797 -0.22506 -0.04666 0.089
C -0.27572 0.34464 0.12124 -0.918
C -0.80191 -0.89866 -0.28617 -0.785
S -2.28264 -1.52020 -0.21674 0.705
Cl -1.43128 1.62377 0.22862 0.648
```

The value obtained for the HOMO energy is -0.33399 hartree. The value obtained for the gap between HOMO and LUMO is 7.91 eV.

***

The structure with the least stability is x.

***

w:
This record from the Open Molecules 2025 dataset describes a 2-piece molecular cluster, C2H6N4 overall. The level of theory is ωB97M-V with the def2-TZVPD basis set.

Geometry as XYZ:
```
12
Properties=species:S:1:pos:R:3:lowdin_charge:R:1
H 2.15256 -0.04198 -1.01526 0.080
C 1.51868 0.40882 -0.24664 -0.130
H 2.13498 0.74364 0.58621 0.071
H -0.66254 -3.15079 -0.78546 0.023
H 0.96672 1.30743 -0.62286 0.063
H -2.99839 1.96042 0.16538 0.084
N 0.36945 -1.63550 -0.50191 -0.148
N -0.65356 -2.30999 -0.20182 -0.011
H -0.21991 -0.14124 0.79262 0.041
C -1.08373 1.55414 1.06661 -0.012
N 0.56361 -0.55226 0.20061 -0.167
N -2.08787 1.85730 0.56253 0.106
```

The value obtained for the HOMO energy is -0.32257 hartree. The value obtained for the gap between HOMO and LUMO is 9.80 eV.

***

x:
This record from the Open Molecules 2025 dataset describes a 2-piece molecular cluster, C2H6N4 overall. The level of theory is ωB97M-V with the def2-TZVPD basis set.

Geometry as XYZ:
```
12
Properties=species:S:1:pos:R:3:lowdin_charge:R:1
N 2.32500 -1.07212 0.57672 0.087
N 0.88458 0.74636 -0.04738 0.055
H -3.53187 -0.31295 -1.48280 0.028
H 0.26278 -0.95847 0.97170 0.136
H 2.48968 -1.75232 1.27811 0.075
N -1.65813 1.34102 0.32010 0.111
C -2.42728 0.57442 -0.22069 -0.416
N -3.30075 -0.27142 -0.51214 0.083
H -0.59465 1.19147 0.20519 -0.011
H 1.65854 1.25267 -0.44269 0.077
C 1.07632 -0.39469 0.45202 -0.289
H 2.98003 -0.68394 -0.04604 0.066
```

The value obtained for the HOMO energy is -0.33040 hartree. Its SMILES is [H]/N=C\N.N=C=N. The value obtained for the gap between HOMO and LUMO is 9.69 eV.

***

y:
This record from the Open Molecules 2025 dataset describes the molecule C2H6N4. The level of theory is ωB97M-V with the def2-TZVPD basis set.

Geometry as XYZ:
```
12
Properties=species:S:1:pos:R:3:lowdin_charge:R:1
N 0.95600 -1.60859 0.18154 -0.166
H 2.50993 -2.19599 -0.82467 0.079
H -1.50886 0.53456 0.62279 0.105
N -0.68562 2.23469 -0.91771 -0.016
N 1.83062 -1.33963 -0.72136 0.017
H -1.55556 2.39448 -0.42715 0.079
C -0.59608 0.25986 0.08403 -0.243
C -0.14545 -0.94051 0.53928 -0.152
H -0.39034 3.04324 -1.42640 0.083
H -0.77173 -1.33000 1.33795 0.107
H 0.94388 -2.56869 0.47312 0.138
N -0.04599 1.07917 -0.73849 -0.031
```

The value obtained for the HOMO energy (alpha / beta) is -0.25828 / -0.25080 hartree. The value obtained for the gap between HOMO and LUMO (alpha / beta) is 7.79 / 7.70 eV.

***

z:
This record from the Open Molecules 2025 dataset describes the molecule C2H6N4. The level of theory is ωB97M-V with the def2-TZVPD basis set.

Geometry as XYZ:
```
12
Properties=species:S:1:pos:R:3:lowdin_charge:R:1
H 1.11514 -1.09159 -1.84831 0.078
N 0.21058 -1.01714 0.07562 -0.059
H 1.01486 0.55908 1.81944 0.067
N 0.85561 0.79392 0.83269 0.127
N -1.28434 1.87935 0.84242 0.137
H -0.84448 2.76724 1.03263 0.093
H -0.05557 -2.37226 -1.46468 0.082
H -2.12143 1.95287 0.28464 0.096
H 1.54435 -2.41523 -0.70704 0.068
C -0.44192 0.86307 0.49005 -0.578
N -0.74585 -0.16554 -0.29926 0.000
C 0.75305 -1.75377 -1.05820 -0.110
```

The value obtained for the HOMO energy (alpha / beta) is -0.29054 / -0.30635 hartree. Its SMILES is [H]/N=C(N)/N=N/C. The value obtained for the gap between HOMO and LUMO (alpha / beta) is 7.67 / 8.18 eV.

***

The structure with the least stability is y.